#A
The following is a DFT calculation (ωB97M-V with the def2-TZVPD basis set) of a cluster of 2 separate species, C2H6IOP in total.

Summary:
* HOMO: -9.0862 eV
* structure (SMILES): C=C.OPI
* gap between HOMO and LUMO: 0.334 hartree

```
! wB97M-V def2-TZVPD RIJCOSX def2/J DEFGRID3
* xyz 0 1
C -1.57385 0.70328 1.64372
C -0.93947 0.71634 0.52441
H -1.04943 1.00985 2.56171
H -2.63540 0.48112 1.72432
H 0.10546 1.00653 0.46255
H -1.48007 0.35320 -0.37463
O 1.20745 0.02509 -1.97482
P 0.75259 -1.34113 -1.10892
I 3.00405 -2.38065 -1.01539
H 1.95993 0.12713 -2.54464
H 0.64873 -0.70076 0.10169
*
```

Atomic partial charges in e from the natural (NBO) method, atoms 1 to 8: -0.378, -0.415, 0.193, 0.199, 0.204, 0.198, -1.036, 0.790


#B
The following is a DFT calculation (ωB97M-V with the def2-TZVPD basis set) of a structure of composition C2H6IOP.

Summary:
* HOMO: -9.2046 eV
* gap between HOMO and LUMO: 0.343 hartree

```
! wB97M-V def2-TZVPD RIJCOSX def2/J DEFGRID3
* xyz 0 1
C 1.57734 -0.65914 -0.19730
C -0.91971 0.52201 0.02593
O -1.01224 0.85564 -1.24555
P -0.07544 -1.11533 0.35142
I -3.08050 0.16659 0.79567
H 1.94712 0.06814 0.47901
H 1.63418 -0.43186 -1.20539
H 2.12848 -1.56075 0.10761
H -0.58659 1.45278 0.70750
H -1.76517 1.45075 -1.50982
H 0.15253 -0.74884 1.69092
*
```

Atomic partial charges in e from the natural (NBO) method, atoms 1 to 8: -0.939, -0.161, -0.736, 0.591, -0.105, 0.225, 0.240, 0.235


What are the relative energies? In eV: #A 0.000; #B 0.364.